Below is a structure of composition C28H32N8OOsS4 in a non-equilibrium geometry, with properties calculated with ωB97M-V/def2-TZVPD.

Geometry as XYZ:
```
74
Properties=species:S:1:pos:R:3:forces:R:3
Os 0.446351 0.455770 0.484188 0.6 1.2 0.9
C 2.915250 -2.612748 1.160477 0.1 0.2 0.0
C 3.559910 -1.250116 1.378537 0.2 0.0 -0.1
S 2.820331 0.150624 0.459019 -0.8 -0.5 0.5
C 3.452675 1.476287 1.536668 0.1 0.1 -0.1
C 2.729127 2.775282 1.272618 0.1 0.0 0.1
S 0.927017 2.621774 1.299132 -0.1 -0.2 -0.6
C 0.433399 2.744246 3.025342 0.0 0.0 0.1
C 0.681404 1.490816 3.821180 0.0 0.1 0.2
S -0.000955 0.033196 2.978863 0.2 -0.1 -1.4
C 1.087295 -1.173556 3.807655 0.0 -0.2 0.1
C 1.022911 -2.600057 3.274660 0.0 0.1 0.1
S 1.158070 -2.751764 1.497932 -0.2 -0.4 -0.2
H 3.448980 -3.338368 1.777159 0.1 0.0 0.0
H 3.027991 -2.943385 0.125657 0.1 0.0 0.0
H 4.601254 -1.287691 1.054266 0.0 0.0 0.0
H 3.548137 -0.973461 2.429687 0.0 0.0 0.0
H 4.516849 1.592976 1.329241 0.0 0.0 0.0
H 3.335157 1.140223 2.565259 0.0 0.0 0.0
H 2.951357 3.162170 0.277724 0.0 0.0 0.0
H 3.021926 3.541068 1.991697 0.0 0.0 0.0
H -0.630757 2.981170 2.977438 0.0 0.0 0.0
H 0.936527 3.608444 3.460045 0.0 0.0 0.0
H 0.195522 1.576457 4.793613 0.0 -0.1 0.0
H 1.743067 1.318450 3.990388 0.0 0.0 0.0
H 0.773478 -1.174958 4.853577 0.0 0.1 0.0
H 2.096405 -0.770664 3.762920 0.0 0.0 0.0
H 0.071623 -3.072420 3.520860 0.0 0.0 0.1
H 1.806524 -3.191369 3.751452 0.0 0.0 0.1
C -3.895264 3.431513 -1.887771 0.1 -0.1 -0.1
N -2.683471 2.668879 -1.583404 0.1 0.2 -0.1
C -2.340962 1.963521 -0.501611 -0.1 -0.1 -0.1
N -1.095580 1.529213 -0.644388 -0.3 -0.1 0.1
C -0.709873 2.039056 -1.857349 0.0 0.0 0.0
N -1.641282 2.730595 -2.453868 -0.1 -0.1 0.3
C -4.568082 2.958427 -3.162099 -0.4 0.4 0.0
C -5.736800 3.638580 -3.630253 0.2 -0.1 -0.1
C -6.380925 3.319234 -4.837434 0.1 0.2 0.3
C -5.884729 2.316248 -5.623300 0.3 -0.2 0.0
C -4.740320 1.585182 -5.141196 -0.2 0.1 -0.1
C -4.093294 1.935766 -3.908779 -0.1 -0.3 -0.1
C -4.251842 0.520347 -5.844738 0.0 0.4 0.5
N -4.521474 0.149806 -7.166077 0.5 -1.0 -0.4
N -3.749599 -0.822859 -7.458984 -0.7 0.9 0.1
C -3.013242 -1.138323 -6.308480 0.3 -0.3 0.2
O -3.325262 -0.296735 -5.312434 -0.1 0.0 -0.3
C -2.109916 -2.149820 -6.126916 0.1 -0.2 -0.2
C -1.596302 -2.869824 -7.264607 -0.2 0.2 0.2
C -0.618256 -3.802902 -7.049268 0.2 -0.1 0.2
C -0.192068 -4.070205 -5.739015 -0.2 0.1 0.1
C -0.732887 -3.410309 -4.594264 0.2 -0.3 -0.2
C -0.380497 -3.861020 -3.189652 -0.1 0.1 0.0
N -0.492598 -2.796704 -2.188483 -0.2 -0.2 0.1
C 0.382409 -1.899943 -1.719135 0.0 -0.2 0.0
N -0.192826 -1.200948 -0.749493 0.0 -0.1 -0.1
C -1.455251 -1.721113 -0.674333 0.0 -0.1 0.1
N -1.672271 -2.691020 -1.518638 0.3 0.2 -0.1
C -1.670293 -2.451926 -4.794997 -0.1 0.3 -0.2
H -3.602973 4.476532 -1.995520 0.0 0.0 0.0
H -4.579885 3.368314 -1.041653 0.0 -0.1 0.0
H -2.992732 1.783235 0.340153 0.0 0.0 0.0
H 0.271604 1.898460 -2.283105 0.0 0.0 0.0
H -6.136618 4.459365 -3.040717 0.0 0.0 0.0
H -7.257278 3.875867 -5.141449 0.0 0.0 0.0
H -6.345744 2.048231 -6.566664 0.0 0.0 0.0
H -3.203333 1.402370 -3.615044 0.0 -0.1 0.0
H -1.960966 -2.645180 -8.260061 0.0 0.0 0.0
H -0.181036 -4.343805 -7.878258 0.0 0.0 0.0
H 0.561095 -4.839051 -5.592418 0.0 0.0 0.0
H 0.588947 -4.349889 -3.124226 0.1 0.2 -0.1
H -1.131749 -4.590912 -2.884165 0.1 -0.1 0.0
H 1.398792 -1.792656 -2.068483 0.0 0.0 0.0
H -2.188857 -1.402423 0.048500 0.0 0.0 0.0
H -2.124829 -1.944574 -3.953973 0.0 0.0 0.0
```
Positions in Å, forces in eV/Å.

## Properties
Charge: +4
Maximum force, eV/A: 1.62
Orbital gap (spin up / spin down), eV: 2.564 / 2.625
E, Eh: -3281.38376
Energy relative to the best compared isomer or geometry (same formula, charge and spin), kJ/mol: 94.8
Multiplicity: 1
Lowest unoccupied orbital energy (spin up / spin down), eV: -14.60 / -14.60



Below is a structure of composition C28H33AuN6O2S, with properties calculated with ωB97M-V/def2-TZVPD.

Geometry as XYZ:
```
71
Properties=species:S:1:pos:R:3:forces:R:3
Au -0.346297 -0.684184 1.499807 0.0 0.2 0.0
C 2.812031 -5.754993 -2.202652 0.0 0.0 0.0
C 1.679597 -4.906442 -2.800926 0.0 0.0 0.0
C 2.174022 -4.243557 -4.085782 0.0 0.0 0.0
C 0.476515 -5.805092 -3.134379 0.0 0.0 0.0
C 1.235053 -3.887505 -1.764688 0.0 0.0 0.0
C 0.758323 -4.307525 -0.520989 0.0 0.0 0.0
C 0.330340 -3.383250 0.401995 0.0 0.0 0.0
N 0.365927 -2.067533 0.152463 0.0 -0.1 0.1
C 0.838975 -1.624864 -1.024596 0.0 0.1 0.0
C 1.270723 -2.512645 -1.990504 0.0 0.0 0.0
C 0.870503 -0.148681 -1.180894 0.0 -0.1 0.0
C 1.339173 0.497136 -2.310506 0.0 0.0 0.0
C 1.360336 1.888953 -2.374387 0.0 0.0 0.0
C 0.902789 2.578894 -1.249569 0.0 0.0 0.0
C 0.440464 1.884554 -0.154161 0.0 0.0 0.0
N 0.422908 0.552319 -0.130711 0.0 -0.1 0.0
C 1.850460 2.650912 -3.596366 0.0 0.0 0.0
C 2.299116 1.714164 -4.717149 0.0 0.0 0.0
C 3.033633 3.537279 -3.178237 0.0 0.0 0.0
C 0.698396 3.529006 -4.111549 0.0 0.0 0.0
H 3.157163 -6.472040 -2.947363 0.0 0.0 0.0
H 2.483032 -6.319057 -1.329672 0.0 0.0 0.0
H 3.661552 -5.134679 -1.912173 0.0 0.0 0.0
H 2.464247 -5.017468 -4.795088 0.0 0.0 0.0
H 3.051587 -3.617017 -3.911665 0.0 0.0 0.0
H 1.395188 -3.644228 -4.562109 0.0 0.0 0.0
H 0.766319 -6.526302 -3.898292 0.0 0.0 0.0
H -0.359235 -5.219326 -3.520849 0.0 0.0 0.0
H 0.131323 -6.363728 -2.264098 0.0 0.0 0.0
H 0.714982 -5.355343 -0.261588 0.0 0.0 0.0
H -0.055774 -3.684188 1.366604 0.0 0.0 0.0
H 1.641438 -2.134066 -2.929526 0.0 0.0 0.0
H 1.694454 -0.084120 -3.146358 0.0 0.0 0.0
H 0.907757 3.658837 -1.215804 0.0 0.0 0.0
H 0.075671 2.387545 0.731713 0.0 0.0 0.0
H 3.146368 1.094181 -4.416533 0.0 0.0 0.0
H 2.620687 2.309598 -5.570640 0.0 0.0 0.0
H 1.487891 1.068281 -5.059776 0.0 0.0 0.0
H 3.850133 2.939760 -2.769590 0.0 0.0 0.0
H 2.744661 4.279057 -2.433137 0.0 0.0 0.0
H 3.410954 4.073001 -4.049261 0.0 0.0 0.0
H -0.174803 2.925514 -4.365675 0.0 0.0 0.0
H 1.018426 4.055370 -5.010573 0.0 0.0 0.0
H 0.398264 4.278096 -3.378158 0.0 0.0 0.0
N -6.010552 4.690045 3.948569 0.0 0.0 0.0
C -5.252949 3.617088 3.796635 0.0 0.0 0.0
C -5.094857 3.033440 2.496233 0.0 0.0 0.0
C -4.311631 1.929315 2.347491 0.0 0.0 0.1
C -3.669032 1.382146 3.474256 0.0 0.1 0.2
C -3.823037 1.932343 4.765906 -0.1 0.0 -0.1
C -4.600578 3.036305 4.931617 0.0 0.0 0.0
S -2.679499 -0.083706 3.305214 -0.1 0.2 -0.2
O -3.090505 -0.698020 2.069236 0.0 0.0 0.0
O -2.794485 -0.783168 4.541111 0.1 0.0 0.1
N -1.186885 0.489975 3.010510 0.2 -0.6 0.0
C -0.301267 0.682073 4.103157 -0.2 0.2 -0.3
N 0.926025 0.223426 3.888310 0.0 0.0 0.1
C 1.801155 0.416151 4.875998 0.0 0.0 -0.1
C 1.445382 1.040500 6.057256 0.0 0.0 0.0
C 0.138992 1.481911 6.155124 -0.1 0.0 0.0
N -0.747450 1.325265 5.169023 0.1 0.0 0.1
H -6.498920 5.106851 3.168314 0.0 0.0 0.0
H -6.149045 5.110573 4.857198 0.0 0.0 0.0
H -5.616037 3.467428 1.652600 0.0 0.0 0.0
H -4.199788 1.446735 1.386609 0.0 0.0 0.0
H -3.326684 1.457716 5.598898 0.0 0.0 0.0
H -4.747101 3.475196 5.910277 0.0 0.0 0.0
H 2.806705 0.050011 4.709258 0.0 0.0 0.0
H 2.153329 1.177415 6.860232 0.0 0.0 0.0
H -0.216558 1.988361 7.044356 0.0 0.0 0.0
```
Positions in Å, forces in eV/Å.

## Properties
Charge: +2
Maximum force, eV/A: 0.65
Orbital gap (spin up / spin down), eV: 8.507 / 5.626
E, Eh: -2099.12815
Energy relative to the best compared isomer or geometry (same formula, charge and spin), kJ/mol: 0.0
Multiplicity: 3
Lowest unoccupied orbital energy (spin up / spin down), eV: -5.64 / -8.53



Below is a cluster of 7 separate species, C28H33Br2N5O9 in total in a non-equilibrium geometry, with properties calculated with ωB97M-V/def2-TZVPD.

Geometry as XYZ:
```
77
Properties=species:S:1:pos:R:3:forces:R:3
N 0.966681 0.167445 -0.674210 0.8 -0.4 -0.1
H 1.371161 0.985595 -1.106800 -0.3 0.8 -0.5
H 1.477301 -0.622335 -1.042470 -0.1 -0.6 -0.5
H -0.031659 0.061165 -0.784340 -0.4 0.0 -0.1
H 1.236061 0.224175 0.297550 -0.2 0.0 0.9
C 1.348241 5.233295 -0.541070 -2.9 0.1 -0.9
C 2.256931 4.132665 -0.960610 1.0 -1.2 0.8
O 1.740301 2.826565 -1.119870 0.5 2.2 0.4
H 0.751961 5.025985 0.347510 0.3 -0.5 0.2
H 0.618121 5.184365 -1.348930 -0.5 0.9 -0.1
H 1.682461 6.261355 -0.401440 0.7 -0.4 -0.5
H 2.845021 4.096965 -0.043560 1.0 -1.0 0.3
H 2.967581 4.385965 -1.747330 -0.1 -0.1 -0.2
Br -0.471999 -2.892985 -0.804680 0.2 -0.6 -0.1
C -1.820359 -4.329495 -0.867680 -1.2 0.6 0.3
C -2.863349 -3.782275 -1.828750 0.7 -0.9 -0.8
Br -4.365929 -5.086065 -2.027590 0.8 0.9 0.3
H -2.255739 -4.383245 0.130140 0.4 -0.2 0.0
H -1.393099 -5.278755 -1.190870 0.2 0.3 0.1
H -2.365829 -3.780315 -2.798570 -0.4 0.1 -0.2
H -3.142409 -2.754895 -1.594830 -0.6 -0.4 0.2
C -2.242499 3.856005 -0.351360 -0.2 1.9 1.6
C -3.459159 3.850785 0.329530 -0.7 -1.4 -0.4
C -4.177749 2.663775 0.438470 0.0 -0.9 -0.4
C -3.708819 1.457665 -0.128930 1.8 2.3 -0.5
C -2.449599 1.540965 -0.835490 -1.7 -0.7 1.0
C -1.700559 2.732325 -0.884080 -0.8 -2.4 -0.1
N -4.491179 0.240915 0.079090 -2.2 -1.8 1.1
O -5.283379 0.201845 1.055700 2.0 0.7 -2.0
O -4.412929 -0.716045 -0.702430 0.8 1.5 0.5
H -1.656179 4.761005 -0.291230 0.1 0.2 -0.3
H -3.995259 4.661835 0.799860 0.7 0.6 -0.2
H -5.134289 2.704065 0.938290 0.0 -0.3 0.1
H -2.087839 0.622165 -1.272910 0.1 -0.1 -0.1
H -0.683679 2.659975 -1.240630 -0.1 0.4 -0.3
C 6.178291 3.150775 3.106080 -0.6 -1.3 1.5
C 5.210251 3.317115 2.133610 0.9 -0.6 0.0
C 4.258291 2.322605 1.908650 -0.3 -0.3 0.1
C 4.229131 1.170795 2.701300 1.4 0.1 1.7
C 5.143971 1.017255 3.808320 -0.4 1.9 -1.0
C 6.071631 2.066085 4.032530 -1.2 -0.1 -1.1
N 3.197961 0.132745 2.501630 0.5 -1.7 0.2
O 3.288911 -0.975175 3.041020 0.3 2.1 -0.5
O 2.292751 0.393025 1.720530 -0.2 0.5 -0.1
H 6.965431 3.878165 3.239130 -0.1 0.1 0.1
H 5.327221 4.212205 1.540720 -0.5 -0.1 -0.4
H 3.555581 2.444975 1.097710 -0.1 -0.2 0.1
H 5.053031 0.226645 4.538420 -0.1 -0.2 -0.2
H 6.565431 2.131925 4.990770 0.5 -0.4 -0.2
C -2.333479 -3.813675 -5.987530 -0.2 -1.6 -0.9
C -1.152739 -4.395905 -5.587500 0.9 1.5 0.7
C -0.150839 -3.551675 -5.074050 0.4 -0.6 0.3
C -0.357169 -2.184735 -4.890790 -0.6 -0.7 -0.5
C -1.586599 -1.673285 -5.349560 1.0 1.6 1.0
C -2.511709 -2.450495 -5.955700 -0.8 -0.5 0.0
N 0.620321 -1.333765 -4.159970 -0.7 0.8 1.1
O 0.344221 -0.126005 -4.082060 0.4 -1.4 -0.3
O 1.540181 -1.845415 -3.521770 -0.8 0.2 -1.0
H -3.051539 -4.511285 -6.392670 -0.5 0.3 -0.1
H -0.955919 -5.457455 -5.615170 -0.2 0.0 -0.2
H 0.761781 -4.065725 -4.810870 0.3 0.5 0.3
H -1.956739 -0.671805 -5.186970 0.9 0.4 0.1
H -3.401869 -1.946785 -6.302540 -0.2 -0.3 -0.1
C 0.307481 -2.822775 5.225150 0.5 -0.1 -1.0
C 0.686061 -2.886505 3.897450 -0.2 1.2 -1.2
C 0.091121 -2.006805 2.897360 1.0 -2.1 1.4
C -0.947889 -1.229085 3.308930 -0.5 1.0 0.4
C -1.354249 -1.176325 4.642580 -0.6 -0.9 0.3
C -0.754649 -2.028775 5.560210 -0.6 1.2 0.5
N -1.664449 -0.405715 2.281780 -2.9 0.8 3.3
O -2.684459 0.230055 2.661010 2.4 -1.3 -0.7
O -1.312229 -0.474455 1.150950 1.0 0.1 -1.9
H 0.895161 -3.332975 5.973960 -0.3 -0.4 0.0
H 1.459771 -3.610785 3.689620 0.2 0.3 -0.6
H 0.385361 -1.971345 1.858820 0.2 -0.3 0.1
H -2.208979 -0.623975 5.004160 0.0 0.3 -0.5
H -1.112209 -2.034155 6.579290 -0.1 0.2 0.1
```
Positions in Å, forces in eV/Å.

## Properties
Charge: +1
Maximum force, eV/A: 4.48
Orbital gap (spin up / spin down), eV: 8.122 / 6.597
E, Eh: -7185.00469
Multiplicity: 2
Lowest unoccupied orbital energy (spin up / spin down), eV: -3.69 / -5.22